Record 1
{"formula": "C16H14F5N7O3Pd", "method": "ωB97M-V with the def2-TZVPD basis set", "lumo_ha": 0.159, "homo_lumo_gap_ev": 5.9, "charge": -2, "homo_ha": -0.0594, "largest_force_ev_per_a": 0.8, "species": ["Pd", "N", "C", "C", "C", "C", "N", "C", "N", "N", "C", "O", "O", "H", "H", "H", "H", "H", "H", "H", "H", "H", "H", "H", "H", "H", "H", "N", "C", "C", "C", "N", "C", "N", "F", "C", "C", "F", "C", "F", "C", "O", "C", "F", "C", "F"], "positions_angstrom": [[-1.42161, 0.38994, 0.05235], [1.22916, -0.07513, -1.19729], [1.31086, -0.76611, 0.08323], [2.69701, -0.60089, 0.73346], [3.07665, -1.48528, 1.93418], [2.97403, -3.00734, 1.68781], [1.61047, -3.45557, 1.88213], [0.95458, -4.13230, 1.02169], [1.43054, -4.67022, -0.16830], [-0.37642, -4.40575, 1.27140], [0.20186, -0.29568, 1.05366], [-0.10188, -1.23781, 2.03263], [0.15756, 0.92588, 1.38868], [2.14037, -0.00882, -1.63919], [0.82950, 0.86215, -1.13301], [1.14768, -1.82420, -0.11682], [2.80169, 0.45501, 0.99787], [3.42930, -0.79771, -0.06245], [2.46816, -1.24417, 2.80744], [4.11126, -1.23846, 2.19874], [3.61006, -3.54981, 2.39587], [3.39145, -3.20926, 0.68828], [0.50047, -2.00205, 1.93352], [2.27867, -4.23671, -0.49777], [0.73986, -4.73073, -0.90097], [-0.76662, -3.75190, 1.93982], [-0.95968, -4.47951, 0.45063], [-2.92090, -0.80586, -0.84624], [-4.06720, -0.96397, -0.94449], [-5.42119, -1.24539, -1.10857], [-6.08698, -0.88581, -2.28890], [-6.64637, -0.61794, -3.26579], [-6.10642, -1.99045, -0.13990], [-6.68090, -2.62092, 0.64283], [0.37998, 7.81928, -0.63586], [0.13111, 6.50076, -0.84872], [1.14692, 5.62994, -1.21350], [2.40254, 6.11002, -1.35756], [0.89122, 4.29627, -1.43043], [1.93304, 3.50755, -1.78584], [-0.40466, 3.69741, -1.30679], [-0.63133, 2.48189, -1.52209], [-1.40586, 4.64687, -0.93049], [-2.67567, 4.21981, -0.78261], [-1.14850, 5.98133, -0.71215], [-2.15380, 6.81163, -0.36050]], "forces_ev_per_a": [[-0.245, -0.157, -0.060], [0.131, 0.012, -0.024], [-0.074, 0.110, 0.034], [0.116, -0.099, -0.049], [-0.013, -0.122, -0.050], [-0.033, 0.221, -0.070], [0.035, -0.079, -0.080], [0.053, 0.186, -0.095], [0.110, 0.014, 0.018], [-0.128, -0.049, 0.044], [0.186, 0.095, -0.023], [0.106, -0.153, 0.050], [-0.007, 0.097, -0.208], [-0.082, 0.091, 0.131], [-0.048, -0.025, 0.024], [-0.098, -0.259, 0.024], [-0.005, -0.027, 0.045], [0.048, -0.004, 0.031], [-0.061, 0.029, -0.008], [-0.013, -0.082, -0.003], [0.033, 0.106, 0.017], [-0.044, -0.068, -0.045], [-0.120, 0.120, 0.193], [-0.009, 0.007, 0.010], [0.008, -0.006, 0.000], [-0.009, -0.065, -0.049], [-0.010, 0.016, 0.036], [-0.207, 0.336, 0.303], [0.724, -0.142, -0.149], [-0.001, 0.059, 0.021], [-0.186, 0.078, -0.391], [-0.031, 0.027, 0.007], [-0.217, -0.271, 0.305], [-0.014, 0.013, 0.021], [0.014, 0.071, 0.015], [-0.029, -0.148, -0.034], [-0.165, 0.073, 0.052], [0.076, 0.048, -0.004], [-0.111, -0.039, 0.027], [0.009, -0.046, -0.013], [0.125, 0.136, -0.003], [0.032, -0.164, -0.047], [0.094, 0.019, -0.005], [-0.050, -0.036, 0.005], [0.161, 0.006, -0.023], [-0.054, 0.072, 0.022]]}

---

Record 2
{"formula": "C3H9NO3", "method": "ωB97M-V with the def2-TZVPD basis set", "lumo_ha": 0.021, "smiles": "C[C@H](N)C(=O)O.O", "homo_lumo_gap_ev": 10.5, "charge": 0, "homo_ha": -0.3646, "largest_force_ev_per_a": 0.5, "species": ["C", "C", "N", "C", "O", "O", "H", "H", "H", "H", "H", "H", "H", "O", "H", "H"], "positions_angstrom": [[1.11749, 1.75842, -0.24187], [0.49887, 0.75294, 0.71758], [1.26506, -0.48131, 0.85393], [-0.92944, 0.46836, 0.27366], [-1.90163, 0.72120, 0.93160], [-1.03229, -0.03617, -0.97299], [0.45594, 2.60712, -0.44907], [1.26387, 1.22424, -1.18433], [2.10500, 2.08689, 0.09916], [0.37383, 1.11600, 1.72773], [2.15463, -0.27061, 1.28830], [1.47171, -0.94658, -0.02283], [-1.98007, -0.09725, -1.16960], [0.48535, -2.69731, -1.15254], [0.19755, -2.64699, -0.23443], [0.32239, -1.80928, -1.48489]], "forces_ev_per_a": [[0.079, -0.092, -0.356], [-0.115, -0.416, -0.173], [-0.006, -0.236, 0.077], [-0.113, 0.202, 0.431], [0.006, -0.030, -0.048], [0.218, -0.080, -0.195], [0.241, -0.001, 0.191], [0.048, 0.181, -0.075], [-0.280, 0.088, 0.064], [0.030, 0.444, 0.149], [-0.011, -0.061, 0.081], [0.001, 0.210, -0.065], [0.027, -0.095, 0.023], [0.124, -0.007, 0.012], [-0.011, -0.086, 0.037], [-0.238, -0.019, -0.154]]}